{
  "formula": "C28H33F3N11O4RbSe",
  "method": "ωB97M-V/def2-TZVPD",
  "largest_force_ev_per_a": 1.56,
  "homo_lumo_gap_ha": 0.1120,
  "energy_ev": -128300.4824,
  "charge": -2,
  "de_lowest_ev": 0.000,
  "symbols": ["C", "C", "N", "N", "H", "C", "H", "H", "C", "C", "O", "H", "H", "N", "H", "C", "N", "C", "N", "N", "H", "C", "H", "H", "H", "N", "H", "C", "C", "H", "N", "C", "C", "C", "H", "H", "H", "O", "H", "Rb", "C", "C", "F", "H", "N", "F", "N", "H", "C", "H", "C", "H", "H", "H", "H", "C", "H", "O", "C", "C", "C", "H", "Se", "C", "H", "C", "C", "C", "O", "C", "H", "H", "C", "F", "H", "H", "N", "H", "H", "C", "H"],
  "coordinates": [[-3.696, 1.889, -0.734], [2.746, 2.548, 1.215], [1.640, 3.390, -0.698], [-0.508, -6.863, 1.151], [1.435, 0.126, 2.078], [5.072, -1.728, -1.049], [4.041, 3.482, 0.047], [-2.471, 3.278, -2.886], [-2.972, 3.099, -0.784], [0.346, -2.745, -1.617], [1.841, 1.176, -3.215], [0.572, -1.961, -2.338], [-2.949, 3.013, 3.410], [3.832, 0.137, -0.014], [4.655, -2.498, -1.703], [-0.812, -3.664, 2.946], [2.707, 1.646, 2.140], [4.375, -0.099, -3.615], [1.421, 1.085, 2.409], [3.954, 3.212, 1.018], [-3.733, 4.398, -2.364], [-0.503, -5.578, 1.324], [-4.938, 0.317, 1.940], [0.724, 1.567, 1.844], [-1.372, -3.847, 5.003], [-1.011, -6.004, 3.570], [6.082, -1.493, -1.395], [-2.513, 2.187, 2.823], [-1.636, 4.531, 0.969], [-2.896, 1.249, 3.246], [-0.507, -1.445, 2.114], [-2.844, 2.293, 1.351], [-4.236, 0.121, 1.117], [-0.185, -3.261, 0.552], [5.436, -0.256, -3.425], [-2.201, 5.160, 1.676], [2.272, 1.043, -4.067], [0.548, 3.690, -1.227], [4.731, 2.676, 1.371], [-0.116, 1.246, -1.287], [-0.506, -2.767, 1.920], [-1.155, 0.303, -4.109], [-2.099, -0.365, -4.897], [-5.068, 2.019, -2.411], [1.588, 2.930, 0.542], [0.037, -0.416, -4.526], [2.497, 0.605, -2.175], [-3.479, -0.583, 1.500], [3.623, 0.036, -2.317], [-1.429, -1.358, 5.341], [0.296, -4.082, -2.012], [4.002, -0.942, -4.203], [0.467, -4.351, -3.046], [-0.828, 0.109, 3.412], [-0.025, -6.085, -1.298], [-1.166, -1.793, 4.387], [-0.714, 4.216, 1.474], [4.263, -0.351, 1.182], [-2.797, 3.909, -2.049], [0.020, -5.030, -1.059], [-2.449, 3.351, 0.503], [4.279, 0.807, -4.219], [-0.881, -7.578, 2.741], [4.193, -0.507, -1.047], [-1.428, 2.221, 3.013], [-3.613, 1.389, 0.585], [-0.836, -0.972, 3.306], [-0.785, -5.099, 2.670], [2.713, 3.515, -1.367], [-1.140, -3.153, 4.203], [3.732, 0.230, 1.778], [-3.699, 0.945, -2.698], [-4.403, 1.288, -1.927], [-1.395, -0.332, -2.837], [5.141, -2.119, -0.036], [-2.039, 4.688, -1.917], [0.116, -2.352, -0.374], [-1.333, 5.162, 0.127], [-5.014, 0.424, -1.643], [-0.223, -4.625, 0.255], [-4.792, -0.402, 0.331]]
}